Density functional theory data (ωB97M-V with the def2-TZVPD basis set) for a structure of composition C45H55AsN2O2S2SeSn at a distorted geometry.

**Frontier orbital gap**: 0.2591 hartree
**Multiplicity**: 1
**Total charge**: 0
**HOMO energy**: -0.3033 Eh
**E**: -208321.6741 eV

Each line ends with the natural charge from an NBO analysis.
Geometry (Å):
Sn (-0.19883, -0.22347, 0.23275)  1.614
C (5.86189, -0.91910, 5.14903)  -0.603
C (4.57214, -0.41517, 5.79721)  -0.075
C (4.86832, 0.90614, 6.52143)  -0.594
C (4.10670, -1.46278, 6.81897)  -0.595
C (3.46325, -0.20260, 4.77016)  -0.040
C (3.64836, -0.35386, 3.40677)  -0.222
C (2.55086, -0.34676, 2.55918)  -0.298
Se (2.77171, -0.47006, 0.68096)  0.486
C (2.58588, -2.35657, 0.55042)  -0.278
C (3.51579, -3.18682, 1.15149)  -0.235
C (3.38591, -4.56132, 1.05223)  0.075
C (2.23827, -5.04764, 0.42450)  -0.231
C (1.25367, -4.23785, -0.12850)  -0.058
C (1.46882, -2.84084, -0.12834)  0.353
O (0.65395, -1.96915, -0.73034)  -0.869
C (0.01229, -4.83091, -0.80209)  -0.076
C (-0.08060, -6.34609, -0.60936)  -0.604
C (0.08975, -4.54065, -2.30928)  -0.604
C (-1.25979, -4.20751, -0.20425)  -0.597
C (4.50528, -5.46496, 1.57050)  -0.096
C (4.73494, -5.19959, 3.06497)  -0.592
C (4.18468, -6.94810, 1.38128)  -0.606
C (5.78466, -5.14767, 0.78075)  -0.595
C (1.23248, -0.18068, 3.00727)  0.393
O (0.17533, -0.46427, 2.25581)  -0.863
C (1.07934, 0.27402, 4.33889)  -0.089
C (2.18140, 0.17077, 5.17858)  -0.131
C (-0.23275, 0.82761, 4.92850)  -0.057
C (0.09498, 2.13873, 5.66565)  -0.599
C (-0.82140, -0.19127, 5.91277)  -0.599
C (-1.30312, 1.17724, 3.88475)  -0.604
H (6.61797, -1.07626, 5.92015)  0.214
H (6.25995, -0.19532, 4.43523)  0.208
H (5.70047, -1.87037, 4.63698)  0.208
H (5.64461, 0.76116, 7.27632)  0.206
H (3.97744, 1.29248, 7.01870)  0.207
H (5.21404, 1.65966, 5.81109)  0.211
H (4.89399, -1.64168, 7.55508)  0.207
H (3.87681, -2.40829, 6.32340)  0.213
H (3.21284, -1.13487, 7.35080)  0.207
H (4.63204, -0.50937, 2.98452)  0.220
H (4.35587, -2.74618, 1.67536)  0.216
H (2.10368, -6.11623, 0.36590)  0.219
H (0.74042, -6.86968, -1.10195)  0.207
H (-1.01315, -6.70295, -1.05027)  0.214
H (-0.08891, -6.61096, 0.44964)  0.213
H (0.95286, -5.04880, -2.74440)  0.211
H (0.19378, -3.47108, -2.48201)  0.217
H (-0.81338, -4.90123, -2.80984)  0.203
H (-1.28071, -4.34110, 0.87932)  0.215
H (-2.14150, -4.69488, -0.62732)  0.206
H (-1.32235, -3.14295, -0.42256)  0.210
H (3.81761, -5.37713, 3.62918)  0.213
H (5.04894, -4.17054, 3.24773)  0.203
H (5.51390, -5.86405, 3.44563)  0.207
H (3.28243, -7.23529, 1.92516)  0.210
H (5.01190, -7.55005, 1.76090)  0.214
H (4.05185, -7.19285, 0.32562)  0.209
H (6.09977, -4.11440, 0.93264)  0.206
H (5.61211, -5.29499, -0.28712)  0.212
H (6.59957, -5.80429, 1.09438)  0.207
H (2.03002, 0.40148, 6.22639)  0.199
H (0.74396, 1.98435, 6.52786)  0.201
H (-0.82713, 2.59854, 6.02706)  0.209
H (0.58779, 2.84113, 4.99090)  0.213
H (-0.11497, -0.42128, 6.71252)  0.203
H (-1.06657, -1.12013, 5.39434)  0.214
H (-1.73423, 0.20448, 6.36451)  0.207
H (-0.91557, 1.87885, 3.14186)  0.205
H (-2.14539, 1.64949, 4.39599)  0.203
H (-1.66974, 0.29530, 3.36706)  0.226
S (-2.65710, -0.49399, 0.22408)  -0.164
C (-3.15770, 1.18521, 0.27706)  -0.207
C (-4.53311, 1.40933, 0.34531)  -0.159
C (-5.05722, 2.68713, 0.42085)  -0.135
C (-6.47943, 2.88802, 0.44030)  0.265
N (-7.61560, 3.05575, 0.44783)  -0.272
C (-4.18575, 3.78331, 0.48861)  -0.122
C (-2.82003, 3.56779, 0.42052)  -0.199
C (-2.28965, 2.28627, 0.26774)  -0.082
S (-0.55311, 2.21458, 0.03521)  -0.167
C (-4.68688, 5.12164, 0.63248)  0.263
N (-5.07290, 6.19685, 0.75125)  -0.272
H (-5.20306, 0.56040, 0.31656)  0.240
H (-2.14544, 4.41206, 0.47199)  0.240
C (-1.86723, -1.70656, -3.60205)  -0.949
As (-0.68878, -0.44958, -2.69900)  1.021
C (-1.59790, 1.16581, -3.29475)  -0.975
C (0.95455, -0.41093, -3.78543)  -0.734
C (0.73056, -0.32475, -5.26236)  -0.056
C (0.77915, 0.89814, -5.92708)  -0.215
C (0.60343, 0.96565, -7.30206)  -0.202
C (0.36885, -0.18905, -8.03403)  -0.218
C (0.30722, -1.41260, -7.38092)  -0.221
C (0.49162, -1.47856, -6.00833)  -0.167
H (-1.88093, -1.48200, -4.66756)  0.238
H (-2.86250, -1.55664, -3.18492)  0.244
H (-1.56983, -2.73846, -3.44101)  0.241
H (-1.64170, 1.21316, -4.38285)  0.236
H (-1.10386, 2.05270, -2.90235)  0.241
H (-2.61360, 1.13966, -2.89739)  0.237
H (1.51238, -1.31073, -3.52323)  0.247
H (1.51636, 0.44829, -3.41573)  0.239
H (0.97711, 1.80284, -5.36308)  0.211
H (0.66883, 1.92248, -7.80418)  0.216
H (0.23707, -0.13602, -9.10669)  0.217
H (0.13010, -2.32224, -7.94026)  0.215
H (0.47267, -2.43833, -5.50314)  0.202

Cartesian forces (eV/Å) of the 2 atoms listed first:
Sn 0.49 -0.71 -0.15
C -0.06 0.05 0.03



Density functional theory data (ωB97M-V with the def2-TZVPD basis set) for a structure of composition C45H55AsOP2SSe2Si3Te2Ti at a distorted geometry.

**Frontier orbital gap**: 0.2132 hartree
**Multiplicity**: 1
**Total charge**: 0
**HOMO energy**: -0.2475 Eh
**E**: -331888.1879 eV

Each line ends with the Mulliken charge.
Geometry (Å):
Ti (-0.43124, -0.03646, -0.00558)  0.054
O (-0.17400, -2.67430, 2.36080)  -0.523
S (-0.46199, -2.44439, 0.88638)  0.000
C (1.05854, -3.01575, 0.07620)  1.525
C (1.02515, -4.31060, -0.43493)  -0.681
C (2.19686, -4.95150, -0.80021)  -0.844
C (3.42010, -4.33150, -0.58043)  -0.932
C (3.46203, -3.04872, -0.06197)  -0.617
C (2.28262, -2.35673, 0.20126)  -0.437
P (2.24716, -0.62455, 0.76005)  2.204
C (3.11355, -0.76725, 2.37882)  0.630
C (2.59000, -1.63225, 3.33892)  -0.273
C (3.20166, -1.75905, 4.57661)  -0.541
C (4.35612, -1.04545, 4.86436)  -0.815
C (4.90537, -0.21548, 3.89826)  -0.647
C (4.29130, -0.07771, 2.66282)  -0.842
C (3.44654, 0.41246, -0.14819)  0.657
C (3.34320, 1.76418, 0.18266)  -0.417
C (4.17084, 2.70407, -0.40240)  -0.558
C (5.10147, 2.30854, -1.35450)  -0.967
C (5.21007, 0.97023, -1.69290)  -0.684
C (4.39717, 0.02178, -1.08152)  -0.884
C (-2.07331, 0.06952, 1.41296)  0.768
C (-3.40540, -0.13934, 1.03749)  0.405
C (-4.41823, -0.20439, 1.98174)  -1.026
C (-4.13704, 0.01552, 3.32152)  -0.870
C (-2.83330, 0.25135, 3.71701)  -0.717
C (-1.80623, 0.24374, 2.77254)  0.708
P (-0.03550, 0.10975, 3.18929)  2.472
C (0.67890, 1.79143, 3.24697)  0.108
C (0.17783, 2.86011, 2.50880)  -0.395
C (0.89941, 4.04563, 2.41238)  0.375
C (2.12441, 4.17768, 3.04547)  -1.261
C (2.62945, 3.11777, 3.78731)  -0.843
C (1.91679, 1.93665, 3.88212)  -0.641
C (-0.10144, -0.34386, 4.96122)  0.122
C (-0.27684, -1.68697, 5.28640)  -0.627
C (-0.37596, -2.07645, 6.61265)  -0.674
C (-0.28881, -1.13456, 7.62788)  -0.601
C (-0.11296, 0.20454, 7.31048)  -0.741
C (-0.02247, 0.59846, 5.98376)  -0.343
H (0.07087, -4.81537, -0.51497)  0.434
H (2.16028, -5.95219, -1.20725)  0.429
H (4.34201, -4.85321, -0.80099)  0.425
H (4.41838, -2.58483, 0.14369)  0.583
H (1.68916, -2.19376, 3.11899)  0.450
H (2.76615, -2.41460, 5.31935)  0.441
H (4.82834, -1.14277, 5.83318)  0.394
H (5.81647, 0.33146, 4.10233)  0.458
H (4.73781, 0.58120, 1.93351)  0.427
H (2.60544, 2.08394, 0.91250)  -0.311
H (4.07475, 3.74675, -0.12928)  0.529
H (5.73779, 3.04233, -1.83112)  0.371
H (5.93330, 0.65493, -2.43300)  0.425
H (4.50205, -1.01722, -1.35964)  0.627
H (-3.66407, -0.28593, -0.00630)  -0.463
H (-5.43414, -0.41466, 1.67115)  0.436
H (-4.93063, -0.01139, 4.05715)  0.388
H (-2.60281, 0.38835, 4.76597)  0.498
H (-0.78944, 2.75805, 2.01749)  -0.480
H (0.49557, 4.87470, 1.85197)  0.338
H (2.67906, 5.10348, 2.96773)  0.402
H (3.58447, 3.20863, 4.28850)  0.442
H (2.32213, 1.11353, 4.45967)  0.640
H (-0.35165, -2.41757, 4.49007)  0.511
H (-0.51993, -3.12197, 6.85321)  0.428
H (-0.35934, -1.44229, 8.66284)  0.377
H (-0.05176, 0.94637, 8.09628)  0.424
H (0.10740, 1.64714, 5.74570)  0.409
Se (-1.80007, -1.39238, -1.70510)  -0.241
Te (-0.45469, -2.37585, -3.52867)  -0.257
Te (1.82522, -0.93111, -3.15789)  -0.104
Se (0.78100, 1.03585, -2.08445)  -0.710
C (-4.75770, 0.93736, -2.19488)  -0.996
Si (-3.33749, 1.95717, -2.86854)  0.232
C (-4.14328, 3.43394, -3.70736)  -1.214
C (-2.38676, 1.06889, -4.21437)  -0.659
As (-1.87458, 2.56041, -1.05818)  0.616
Si (-0.65340, 4.29183, -2.19729)  0.247
C (0.96408, 4.58189, -1.30043)  -0.167
C (-0.36081, 3.92528, -4.01360)  -1.015
C (-1.54335, 5.95181, -2.22566)  -1.228
Si (-3.27495, 3.98206, 0.27220)  0.345
C (-2.23147, 5.17706, 1.27547)  -1.184
C (-4.28592, 2.99235, 1.48462)  -0.754
C (-4.48808, 4.99802, -0.74541)  -1.252
H (-5.54092, 0.89294, -2.95477)  0.491
H (-5.18746, 1.39395, -1.30053)  0.185
H (-4.46312, -0.08459, -1.96298)  0.244
H (-4.57685, 3.06308, -4.63917)  0.438
H (-3.42699, 4.21299, -3.97047)  0.220
H (-4.94720, 3.87980, -3.12225)  0.320
H (-3.00536, 0.26924, -4.62671)  0.420
H (-1.45597, 0.62498, -3.86114)  -0.082
H (-2.15546, 1.76684, -5.01819)  0.386
H (1.41898, 3.66627, -0.92389)  -0.607
H (0.81411, 5.26259, -0.46142)  0.328
H (1.67185, 5.05229, -1.98604)  0.512
H (0.37119, 4.65249, -4.37353)  0.458
H (-1.27439, 4.06840, -4.58998)  0.272
H (0.02520, 2.92858, -4.20936)  0.197
H (-1.86634, 6.32258, -1.25579)  0.295
H (-2.40534, 5.94112, -2.89187)  0.349
H (-0.83023, 6.67308, -2.63204)  0.402
H (-1.76540, 4.69042, 2.12979)  0.304
H (-2.90119, 5.94596, 1.66724)  0.535
H (-1.45779, 5.68024, 0.69707)  0.282
H (-3.66796, 2.44862, 2.19817)  -0.031
H (-4.92931, 2.27278, 0.98326)  0.176
H (-4.92382, 3.68452, 2.03998)  0.506
H (-4.10530, 5.32706, -1.70856)  0.309
H (-4.75377, 5.88736, -0.17070)  0.428
H (-5.40519, 4.43080, -0.91418)  0.342

Cartesian forces (eV/Å) of the 2 atoms listed first:
Ti 0.31 -1.18 -0.08
O 0.01 0.16 -0.19